# C24H29N6O11

A 6-piece molecular cluster, C24H29N6O11 overall in a non-equilibrium geometry (the ωB97M-V functional and the def2-TZVPD basis, the Open Molecules 2025 dataset).

XYZ file:
```
70
C24H29N6O11 | the Open Molecules 2025 dataset | the ωB97M-V functional and the def2-TZVPD basis
N 0.321 0.654 -0.535
O 0.996 -0.119 0.006
O -0.880 0.549 -0.394
O 0.810 1.265 -1.626
C -3.504 4.082 -0.514
C -1.942 4.075 -0.767
C -1.232 5.367 -0.189
C -2.045 6.564 0.450
C -3.493 6.367 0.722
C -4.265 5.131 0.036
N -1.249 7.702 1.006
O -1.619 7.969 2.114
O -0.379 8.158 0.363
H -4.119 3.239 -0.901
H -1.266 3.386 -1.194
H -0.266 5.372 -0.406
H -4.110 6.949 1.345
H -5.271 5.036 0.268
C 5.093 -2.179 -0.487
C 3.929 -1.527 -1.023
C 4.123 -0.346 -1.982
C 5.566 0.239 -2.273
C 6.685 -0.504 -1.627
C 6.421 -1.747 -0.686
N 5.698 1.364 -3.126
O 7.008 1.763 -3.383
O 4.823 1.758 -3.773
H 4.983 -2.820 0.177
H 3.140 -1.846 -0.769
H 3.145 0.155 -2.078
H 7.513 -0.102 -2.010
H 7.180 -2.123 -0.057
C -0.731 -2.838 0.633
C -1.850 -3.886 0.473
C -1.732 -5.149 1.186
C -0.473 -5.516 1.980
C 0.499 -4.332 2.432
C 0.264 -3.038 1.620
N -0.232 -6.905 2.666
O 1.009 -7.102 3.095
O -1.173 -7.660 2.655
H -0.658 -2.033 -0.052
H -2.655 -3.479 0.083
H -2.642 -5.933 1.245
H 1.339 -4.336 3.127
H 0.976 -2.173 1.649
C 0.153 -2.068 -2.958
O 1.115 -2.776 -3.249
N -1.012 -2.210 -3.499
C -2.169 -1.286 -3.149
C -1.234 -3.260 -4.442
H -0.062 -1.334 -2.103
H -2.520 -1.539 -2.284
H -3.019 -1.298 -3.810
H -1.634 -0.189 -3.293
H -0.500 -3.234 -5.196
H -2.076 -3.089 -5.339
H -1.426 -4.426 -4.225
C -0.434 0.503 3.427
O 0.029 -0.199 4.298
N -1.492 1.311 3.578
C -2.005 2.169 2.521
C -2.180 1.402 4.912
H 0.150 0.460 2.472
H -2.197 3.118 3.064
H -2.954 1.839 2.027
H -1.086 2.278 1.785
H -2.257 2.499 5.127
H -1.743 1.009 5.920
H -3.160 0.877 4.941
```

Its energy above the lowest of the compared OMol25 structures with the same formula, charge and spin is 3.360 eV. For the HOMO-LUMO gap, the calculation gives 7.136 eV. As for the net charge: -1.

Atomic partial charges in e from the natural (NBO) method, atoms 1 to 5:
1 N 0.7113
2 O -0.4850
3 O -0.5522
4 O -0.6385
5 C -0.1986

# C24H29N7O2PS

A 5-piece molecular cluster, C24H29N7O2PS overall in a non-equilibrium geometry (the ωB97M-V functional and the def2-TZVPD basis, the Open Molecules 2025 dataset).

XYZ file:
```
64
C24H29N7O2PS | the Open Molecules 2025 dataset | the ωB97M-V functional and the def2-TZVPD basis
C -4.673 1.967 -3.796
C -3.588 1.678 -3.386
C -2.441 0.986 -2.820
N -1.202 1.732 -3.220
C -0.537 2.302 -2.160
N -0.232 1.565 -1.025
N -0.138 3.570 -2.215
P -0.990 4.704 -3.308
O -2.376 4.981 -2.626
O -1.225 4.096 -4.735
S 0.092 6.290 -3.386
H -5.597 2.197 -4.266
H -2.588 0.922 -1.747
H -2.372 -0.020 -3.215
H -0.575 1.158 -3.777
H -0.886 1.598 -0.258
H 0.636 1.074 -0.909
H -0.276 3.951 -1.267
H -2.261 5.857 -2.220
H -0.383 3.791 -5.099
N -2.390 -2.601 -2.472
C -2.836 -3.693 -3.090
C -2.013 -4.630 -3.696
C -0.645 -4.423 -3.663
C -0.159 -3.293 -3.027
C -1.068 -2.422 -2.451
H -3.913 -3.818 -3.095
H -2.436 -5.498 -4.180
H 0.031 -5.131 -4.125
H 0.903 -3.093 -2.977
H -0.727 -1.525 -1.938
N 1.452 4.672 0.791
C 2.187 3.752 0.164
C 3.570 3.750 0.145
C 4.237 4.763 0.815
C 3.493 5.727 1.472
C 2.110 5.637 1.430
H 1.621 2.984 -0.343
H 4.113 2.976 -0.381
H 5.318 4.800 0.824
H 3.971 6.536 2.006
H 1.491 6.371 1.932
N -1.038 0.794 2.967
C 0.066 1.540 2.995
C 1.309 1.060 3.375
C 1.416 -0.268 3.756
C 0.279 -1.059 3.738
C -0.917 -0.482 3.334
H -0.067 2.573 2.688
H 2.172 1.712 3.373
H 2.369 -0.680 4.060
H 0.317 -2.101 4.024
H -1.829 -1.066 3.301
N 0.671 -4.785 3.256
C 1.678 -5.601 2.952
C 1.868 -6.842 3.540
C 0.963 -7.259 4.501
C -0.091 -6.424 4.832
C -0.191 -5.204 4.182
H 2.365 -5.236 2.197
H 2.704 -7.463 3.251
H 1.077 -8.220 4.985
H -0.820 -6.709 5.577
H -1.003 -4.522 4.410
```

For the HOMO-LUMO gap, the calculation gives 6.442 eV. As for the net charge: +1.

Atomic partial charges in e from the natural (NBO) method, atoms 1 to 5:
1 C -0.1302
2 C -0.0840
3 C -0.2935
4 N -0.6827
5 C 0.8259

# C24H29N7O3

The molecule C24H29N7O3 in a non-equilibrium geometry (the ωB97M-V functional and the def2-TZVPD basis, the Open Molecules 2025 dataset).

XYZ file:
```
63
C24H29N7O3 | the Open Molecules 2025 dataset | the ωB97M-V functional and the def2-TZVPD basis
C -3.654 -4.758 -0.091
H -4.095 -4.938 0.894
O -4.350 -3.759 -0.796
C -4.400 -2.505 -0.271
C -3.825 -2.117 0.935
C -3.932 -0.805 1.363
C -4.605 0.148 0.612
C -5.192 -0.253 -0.586
C -5.095 -1.557 -1.024
H -5.551 -1.872 -1.949
H -5.751 0.461 -1.175
C -4.632 1.588 1.041
H -5.495 2.099 0.611
H -4.678 1.663 2.127
C -3.343 2.299 0.581
N -3.190 2.198 -0.852
C -2.847 3.255 -1.632
O -2.514 4.324 -1.171
C -2.905 2.952 -3.114
H -2.345 2.049 -3.347
H -2.492 3.789 -3.668
H -3.940 2.805 -3.416
H -3.533 1.347 -1.276
C -2.163 1.712 1.369
O -2.146 1.720 2.582
N -1.186 1.174 0.617
H -1.254 1.236 -0.387
C -0.035 0.509 1.180
C 0.009 -0.957 0.739
C 1.253 -1.630 1.319
N 2.473 -0.933 0.942
C 2.916 -1.213 -0.316
N 2.294 -1.947 -1.219
N 3.091 -1.995 -2.279
N 4.151 -1.343 -2.101
N 4.117 -0.825 -0.851
C 5.222 -0.158 -0.306
C 5.569 -0.337 1.029
C 6.682 0.312 1.530
C 7.450 1.122 0.710
C 7.110 1.278 -0.624
C 5.998 0.639 -1.139
H 5.723 0.738 -2.178
H 7.714 1.900 -1.268
H 8.317 1.624 1.109
H 6.954 0.176 2.566
H 4.976 -0.985 1.657
C 2.463 0.457 1.371
C 1.267 1.208 0.778
H 1.264 2.239 1.134
H 1.350 1.221 -0.312
H 3.395 0.942 1.077
H 2.400 0.460 2.462
H 1.327 -2.657 0.960
H 1.208 -1.630 2.412
H -0.889 -1.474 1.077
H 0.056 -1.019 -0.350
H -0.161 0.567 2.267
H -3.392 3.366 0.829
H -3.484 -0.519 2.303
H -3.299 -2.829 1.552
H -2.595 -4.505 0.023
H -3.743 -5.660 -0.694
```

Its energy above the lowest of the compared OMol25 structures with the same formula, charge and spin is 2.074 eV. For the HOMO-LUMO gap, the calculation gives 9.195 eV. As for the SMILES: COc1ccc(C[C@H](NC(C)=O)C(=O)NC2CCN(c3nnnn3-c3ccccc3)CC2)cc1.

Atomic partial charges in e from the natural (NBO) method, atoms 1 to 5:
1 C -0.2523
2 H 0.1759
3 O -0.4899
4 C 0.3022
5 C -0.3200

# C24H29OSi

A 2-piece molecular cluster, C24H29OSi overall in a non-equilibrium geometry (the ωB97M-V functional and the def2-TZVPD basis, the Open Molecules 2025 dataset).

XYZ file:
```
55
C24H29OSi | the Open Molecules 2025 dataset | the ωB97M-V functional and the def2-TZVPD basis
C -5.983 -0.850 -1.795
O -5.097 -1.778 -1.116
C -4.005 -1.274 -0.490
C -2.984 -2.185 -0.093
C -1.756 -1.728 0.305
C -1.507 -0.315 0.454
C -0.244 0.169 0.944
C 0.160 1.544 0.904
C 1.062 2.039 1.899
C 1.306 3.397 2.006
C 0.781 4.311 1.080
C 1.105 5.773 1.173
C -0.030 3.828 0.044
C -0.273 2.462 -0.107
C -2.599 0.571 0.172
C -3.836 0.107 -0.256
H -6.730 -1.488 -2.275
H -6.470 -0.170 -1.085
H -5.445 -0.273 -2.556
H -3.204 -3.257 -0.141
H -0.937 -2.435 0.555
H 0.268 -0.491 1.657
H 1.529 1.314 2.582
H 1.953 3.776 2.818
H 0.361 6.353 0.625
H 1.126 6.087 2.225
H 2.089 6.038 0.752
H -0.456 4.556 -0.652
H -0.840 2.114 -0.980
H -2.473 1.646 0.303
H -4.633 0.825 -0.454
C 2.006 -3.395 0.321
Si 2.550 -1.620 0.143
C 3.714 -1.314 1.572
C 3.328 -1.243 -1.507
C 4.559 -2.079 -1.846
C 4.411 -3.319 -2.491
C 5.540 -4.049 -2.850
C 6.810 -3.575 -2.520
C 6.961 -2.372 -1.831
C 5.838 -1.634 -1.467
H 1.291 -0.652 0.129
H 2.811 -4.064 -0.027
H 1.799 -3.605 1.382
H 1.089 -3.618 -0.245
H 4.692 -1.779 1.357
H 3.871 -0.245 1.780
H 3.298 -1.769 2.484
H 2.520 -1.396 -2.245
H 3.568 -0.166 -1.473
H 3.392 -3.681 -2.677
H 5.404 -4.985 -3.390
H 7.691 -4.141 -2.819
H 7.945 -1.986 -1.568
H 5.906 -0.714 -0.873
```

Its energy above the lowest of the compared OMol25 structures with the same formula, charge and spin is 1.573 eV. For the HOMO-LUMO gap, the calculation gives 5.668 eV. As for the net charge: +1.

Atomic partial charges in e from the natural (NBO) method, atoms 1 to 5:
1 C -0.2636
2 O -0.4567
3 C 0.4201
4 C -0.2689
5 C -0.1190

# C24H30BN12STi

C24H30BN12STi as an isolated structure in a non-equilibrium geometry (the ωB97M-V functional and the def2-TZVPD basis, the Open Molecules 2025 dataset).

XYZ file:
```
69
C24H30BN12STi | the Open Molecules 2025 dataset | the ωB97M-V functional and the def2-TZVPD basis
Ti -0.086 -0.323 -0.885
C -0.262 -3.761 0.464
C -0.023 -2.601 1.370
C 0.385 -2.591 2.700
C 0.440 -1.258 3.053
N 0.080 -0.508 2.004
N -0.208 -1.343 0.950
B -0.171 1.045 1.878
N 0.959 1.657 0.995
C 1.979 2.463 1.297
C 2.750 2.649 0.163
C 2.135 1.906 -0.832
C 2.568 1.736 -2.249
N 1.040 1.302 -0.334
N -1.558 1.205 1.091
C -2.684 1.751 1.565
C -3.743 1.430 0.720
C -3.196 0.654 -0.271
C -3.884 -0.061 -1.380
N -1.830 0.531 -0.045
N -0.317 1.673 3.208
C -1.019 1.204 4.284
C -1.192 2.238 5.156
C -0.604 3.353 4.521
C -0.522 4.762 5.033
N -0.101 3.033 3.346
H 0.494 -4.530 0.610
H -1.236 -4.209 0.665
H -0.244 -3.465 -0.586
H 0.609 -3.438 3.325
H 0.722 -0.793 3.984
H 2.062 2.873 2.288
H 3.631 3.260 0.069
H 3.478 2.305 -2.424
H 2.778 0.690 -2.480
H 1.812 2.092 -2.952
H -2.661 2.310 2.490
H -4.776 1.707 0.843
H -4.823 -0.477 -1.018
H -4.127 0.606 -2.207
H -3.278 -0.888 -1.755
H -1.342 0.177 4.352
H -1.667 2.203 6.123
H -0.341 4.774 6.107
H 0.287 5.298 4.542
H -1.451 5.301 4.846
C 0.528 -2.854 -4.400
C 0.653 -2.113 -3.116
N -0.251 -1.127 -2.750
N -1.154 -0.756 -3.736
C -1.676 0.453 -3.759
N -2.545 0.805 -4.703
S -1.201 1.611 -2.540
C 1.688 -2.301 -2.163
C 2.709 -3.263 -2.274
C 3.700 -3.301 -1.328
C 3.683 -2.386 -0.266
C 2.653 -1.487 -0.193
N 1.661 -1.434 -1.107
H -0.335 -3.530 -4.407
H 1.407 -3.459 -4.599
H 0.434 -2.174 -5.251
H -1.423 -1.451 -4.422
H -2.723 0.238 -5.519
H -2.918 1.741 -4.700
H 2.718 -3.965 -3.095
H 4.493 -4.034 -1.405
H 4.454 -2.383 0.490
H 2.583 -0.770 0.616
```

Its multiplicity is 4. For the HOMO-LUMO gap (spin up / spin down), the calculation gives 6.744 / 4.336 eV. As for the net charge: +2.

Atomic partial charges in e from the natural (NBO) method, atoms 1 to 5:
1 Ti 1.6030
2 C -0.6445
3 C 0.2319
4 C -0.3222
5 C 0.0405

# C24H30Br2NRuSb2

C24H30Br2NRuSb2 as an isolated structure (the ωB97M-V functional and the def2-TZVPD basis, the Open Molecules 2025 dataset).

XYZ file:
```
60
C24H30Br2NRuSb2 | the Open Molecules 2025 dataset | the ωB97M-V functional and the def2-TZVPD basis
Ru -0.799 -1.108 0.123
C -4.481 3.422 1.014
C -4.128 1.973 1.185
C -4.969 1.072 1.835
C -4.618 -0.265 1.970
C -3.410 -0.632 1.424
Br -2.723 -2.403 1.518
N -2.577 0.187 0.796
C -2.933 1.473 0.684
H -5.338 3.691 1.627
H -4.733 3.636 -0.025
H -3.647 4.062 1.298
H -5.909 1.418 2.246
H -5.254 -0.977 2.474
H -2.231 2.123 0.173
C 0.062 1.625 -2.583
Sb 0.936 0.350 -1.147
C 2.340 -0.753 -2.266
C 2.080 1.706 0.057
C 3.395 1.129 0.504
C 4.495 1.258 -0.343
C 5.726 0.715 -0.011
C 5.875 0.038 1.190
C 4.795 -0.073 2.050
C 3.550 0.464 1.729
C 2.434 0.341 2.720
Sb 0.891 -1.105 2.325
C -0.576 0.180 3.487
C 2.233 -2.374 0.884
H 0.873 2.126 -3.111
H -0.571 2.372 -2.108
H -0.527 1.040 -3.286
H 3.339 -0.509 -1.910
H 2.233 -0.469 -3.311
H 2.166 -1.820 -2.156
H 1.444 2.020 0.885
H 2.237 2.578 -0.579
H 4.389 1.808 -1.271
H 6.566 0.835 -0.682
H 6.831 -0.385 1.467
H 4.925 -0.573 3.003
H 1.878 1.271 2.850
H 2.831 0.083 3.703
H -0.036 0.363 4.414
H -1.489 -0.382 3.650
H -0.742 1.100 2.930
H 2.751 -2.994 1.614
H 2.896 -1.674 0.382
H 1.620 -2.968 0.211
Br -3.364 -3.410 -5.494
C -2.623 -2.696 -3.956
C -3.071 -1.451 -3.487
C -2.526 -0.917 -2.346
C -1.519 -1.611 -1.632
C -1.073 -2.858 -2.138
C -1.622 -3.399 -3.278
H -3.844 -0.928 -4.033
H -2.881 0.042 -1.991
H -0.292 -3.411 -1.624
H -1.286 -4.355 -3.655
```

Its multiplicity is 6. For the HOMO-LUMO gap (spin up / spin down), the calculation gives 6.999 / 5.210 eV. As for the net charge: +2.

Atomic partial charges in e from the natural (NBO) method, atoms 1 to 5:
1 Ru 0.5691
2 C -0.6441
3 C -0.0095
4 C -0.1076
5 C -0.2487

# C24H30BrF2N3O5PSSi

An isolated ion of composition C24H30BrF2N3O5PSSi and charge +1 in a non-equilibrium geometry (the ωB97M-V functional and the def2-TZVPD basis, the Open Molecules 2025 dataset).

XYZ file:
```
68
C24H30BrF2N3O5PSSi | the Open Molecules 2025 dataset | the ωB97M-V functional and the def2-TZVPD basis
C -4.094 4.459 -0.782
P -2.563 4.119 0.306
O -2.798 5.061 1.794
C -2.529 2.271 0.924
N -1.075 1.860 0.870
C -0.870 0.658 1.766
N -0.330 -0.550 1.307
O -0.270 -1.530 2.261
C 1.068 -1.597 2.868
O 1.979 -0.618 2.812
C 1.444 -3.045 3.618
C 1.055 -4.397 2.713
C 1.298 -5.933 3.278
C 1.930 -6.051 4.800
C 2.347 -4.718 5.705
C 2.093 -3.173 5.118
C 0.134 -0.766 -0.121
F 1.357 0.044 -0.328
F 0.574 -2.209 -0.197
C -1.025 -0.585 -1.263
C -0.688 -1.252 -2.720
Si -0.171 -0.008 -4.096
C -0.975 1.735 -3.970
C -0.734 -0.824 -5.791
C 1.787 0.031 -4.150
C 2.655 -0.838 -5.283
C 4.321 -0.780 -5.221
C 5.178 0.071 -4.101
C 4.326 0.953 -3.012
C 2.689 0.892 -3.076
N -1.355 0.823 3.222
C -0.769 2.057 3.865
C 0.771 1.904 4.405
O 1.212 1.013 5.297
Br 2.138 3.212 3.643
C -2.865 1.077 3.034
S -3.723 -0.467 2.412
O -3.129 2.299 2.264
H -4.915 3.624 -0.741
H -4.547 5.507 -0.439
H -3.692 4.653 -1.888
H -3.782 4.972 2.057
H -3.243 1.629 0.231
H -0.424 2.651 1.107
H 0.583 -4.308 1.626
H 0.995 -6.860 2.611
H 2.087 -7.132 5.253
H 2.798 -4.817 6.790
H 2.358 -2.210 5.732
H -2.053 -1.002 -0.882
H -1.176 0.578 -1.439
H -1.701 -1.760 -3.095
H 0.110 -2.108 -2.710
H -0.730 2.291 -2.970
H -2.153 1.572 -4.016
H -0.709 2.428 -4.899
H -1.832 -1.263 -5.627
H -0.708 -0.071 -6.688
H -0.044 -1.766 -5.946
H 2.136 -1.493 -6.130
H 4.896 -1.424 -6.040
H 6.354 0.128 -4.046
H 4.818 1.630 -2.177
H 2.097 1.526 -2.278
H -0.814 3.031 3.219
H -1.436 2.278 4.830
H -3.271 1.271 4.138
H -4.479 -0.192 1.262
```

For the HOMO-LUMO gap, the calculation gives 5.076 eV. As for the SMILES: CP(O)[C@H]1NC(N(OC(=O)c2ccccc2)C(F)(F)CC[Si](C)(C)c2ccccc2)=[N+](CC(=O)Br)[C@H](S)O1. As for the net charge: +1.

Atomic partial charges in e from the natural (NBO) method, atoms 1 to 5:
1 C -0.9952
2 P 1.0259
3 O -0.9344
4 C -0.0648
5 N -0.7334